# 1
Entry from the Open Molecules 2025 dataset: a structure of composition C26H33BrCaN3O9P (ωB97M-V with the def2-TZVPD basis set).

Cartesian coordinates (Å):
1 Br -5.14 -5.13 -2.78
2 Ca 2.06 -1.07 -1.40
3 P -0.80 -0.33 0.72
4 O 2.56 1.18 -1.67
5 O 0.67 -1.54 -3.39
6 O 4.16 -0.90 -0.58
7 O 1.36 4.80 -0.80
8 O 1.65 3.63 -2.58
9 O 6.29 -0.20 -0.72
10 O 6.95 4.01 1.72
11 O 1.43 -3.29 -2.25
12 O 5.62 5.66 1.37
13 N 1.95 3.95 -1.45
14 N 0.26 -1.11 -0.06
15 N 5.93 4.48 1.23
16 C -1.65 1.05 -0.29
17 C -3.38 -4.39 -2.84
18 C -0.93 1.56 2.99
19 C -2.36 -5.03 -2.15
20 C -1.09 -4.48 -2.19
21 C 1.28 1.12 1.90
22 C -1.88 -2.69 -3.58
23 C -3.16 -3.23 -3.56
24 C 5.08 -0.01 -0.62
25 C 0.53 -2.68 -2.87
26 C -3.05 -1.89 0.09
27 C 3.92 4.15 -0.08
28 C -0.84 -3.31 -2.91
29 C 3.37 1.92 -1.05
30 C -2.97 1.61 0.24
31 C -1.52 -2.82 1.75
32 C 3.12 3.32 -0.85
33 C 5.43 2.29 0.24
34 C -3.14 -1.03 2.42
35 C -0.08 0.50 2.29
36 C 5.08 3.63 0.46
37 C -1.87 0.50 -1.71
38 C 4.61 1.44 -0.47
39 C -2.20 -1.51 1.31
40 C 0.26 -0.60 3.30
41 C -0.65 2.21 -0.46
42 H -3.98 -2.74 -4.07
43 H -2.88 2.01 1.25
44 H -2.28 -3.60 1.83
45 H 0.32 1.85 -0.81
46 H -3.68 -2.75 0.35
47 H -0.78 -3.11 1.00
48 H -3.65 -0.11 2.17
49 H 3.64 5.18 0.07
50 H 1.19 1.97 1.23
51 H -2.41 -2.18 -0.75
52 H 1.91 0.37 1.42
53 H -0.27 -4.92 -1.65
54 H 1.78 1.47 2.81
55 H 6.36 1.90 0.62
56 H -2.12 1.34 -2.38
57 H -1.91 1.19 3.28
58 H 0.90 -0.17 4.08
59 H -1.01 -2.74 2.71
60 H -2.57 -5.92 -1.58
61 H -0.41 1.87 3.91
62 H -3.71 -1.09 -0.23
63 H -2.62 -0.88 3.37
64 H -1.04 2.90 -1.22
65 H -3.28 2.43 -0.41
66 H -2.68 -0.22 -1.77
67 H -1.68 -1.76 -4.10
68 H -0.97 0.02 -2.09
69 H 0.82 -1.40 2.82
70 H -3.90 -1.80 2.60
71 H -1.06 2.46 2.39
72 H -3.77 0.87 0.23
73 H -0.61 -1.02 3.79
74 H -0.51 2.79 0.44

Results
charge = -2
HOMO-LUMO gap = 5.93 eV
2S+1 = 1
ΔE to the lowest compared entry with this formula, charge and spin = 0.0 kcal per mole
HOMO level = -2.374 eV
lowest unoccupied orbital energy = 3.56 eV

# 2
Entry from the Open Molecules 2025 dataset: a cluster of 13 separate species, C26H33BrCl36N3O3 in total at a distorted geometry (ωB97M-V with the def2-TZVPD basis set).

Cartesian coordinates (Å):
1 Br -2.13 3.82 -0.47
2 Cl 5.28 4.31 -2.04
3 Cl 3.61 5.29 -4.20
4 Cl -3.02 -7.66 -3.64
5 Cl 1.84 -0.72 4.42
6 Cl 2.82 2.32 6.58
7 Cl 2.59 -4.93 -1.60
8 Cl 3.52 -0.62 1.78
9 Cl 9.37 -1.86 3.02
10 Cl 12.19 -1.57 2.37
11 Cl 4.94 -0.73 4.31
12 Cl 5.15 2.76 8.26
13 Cl -8.61 -4.60 -1.31
14 Cl -2.21 6.45 1.34
15 Cl -0.81 6.60 3.88
16 Cl -0.33 -1.79 6.05
17 Cl 1.49 -4.47 -4.26
18 Cl 2.29 -1.32 7.23
19 Cl -7.03 -2.35 -0.38
20 Cl 0.25 4.93 1.77
21 Cl -5.90 -4.20 -2.29
22 Cl 3.03 6.06 -1.46
23 Cl -4.78 -0.13 -5.54
24 Cl -5.69 -7.25 -4.71
25 Cl 5.85 -2.34 2.07
26 Cl -9.90 -0.32 -2.62
27 Cl 6.82 1.99 6.09
28 Cl -7.09 -0.16 -3.34
29 Cl -1.96 0.00 -6.24
30 Cl 1.47 -7.14 -3.11
31 Cl -9.06 1.40 -4.81
32 Cl 10.22 0.11 1.06
33 Cl 2.49 2.92 9.41
34 Cl 9.11 0.28 5.58
35 Cl -5.04 -9.74 -3.36
36 Cl -3.91 1.56 -7.73
37 Cl 7.52 1.30 3.37
38 O -1.63 -5.05 -1.05
39 O -4.21 -2.32 0.77
40 O -2.80 -4.01 0.50
41 N -0.04 0.90 -0.89
42 N 0.74 -0.01 -0.34
43 N 0.64 1.84 -1.68
44 C -1.36 1.03 -0.79
45 C -6.99 -4.03 -0.91
46 C -3.57 1.81 -1.88
47 C -0.63 6.41 2.14
48 C -1.97 -1.91 1.58
49 C 3.47 3.21 7.97
50 C -2.36 -2.96 -1.84
51 C -2.23 -4.07 -0.77
52 C -2.15 0.17 0.02
53 C -4.74 -8.00 -3.43
54 C -3.12 -2.71 0.92
55 C 1.35 -5.42 -2.77
56 C 1.21 2.91 -0.82
57 C 2.48 2.80 1.37
58 C 4.30 5.66 -2.62
59 C 8.15 1.63 4.99
60 C -2.06 2.16 -1.57
61 C 1.11 -0.76 6.04
62 C 0.03 -0.85 0.39
63 C -1.37 -0.85 0.65
64 C -3.62 0.05 -6.86
65 C 5.10 -0.82 2.56
66 C 2.59 2.55 -0.17
67 C -8.76 -0.11 -3.94
68 C 10.54 -1.49 1.75
69 C -4.17 2.73 -2.98
70 H 0.61 -1.66 0.85
71 H -5.23 2.43 -3.10
72 H -3.18 -2.24 -1.65
73 H 10.43 -2.22 0.96
74 H -3.23 0.26 0.15
75 H 5.75 -0.01 2.23
76 H -3.55 0.78 -2.30
77 H -0.04 7.25 1.76
78 H 0.50 3.23 -0.04
79 H -3.75 -0.77 -7.55
80 H -1.16 -2.64 1.79
81 H -2.28 -1.50 2.56
82 H -5.04 -7.57 -2.48
83 H 3.38 3.22 -0.57
84 H -2.59 -3.49 -2.79
85 H -1.40 -2.45 -1.98
86 H -3.66 2.60 -3.95
87 H -4.14 1.82 -0.93
88 H 2.79 3.86 1.55
89 H -1.60 2.36 -2.55
90 H -4.08 3.79 -2.66
91 H 0.38 -5.22 -2.33
92 H -6.61 -4.63 -0.09
93 H 4.94 6.53 -2.72
94 H 3.13 2.13 1.98
95 H 1.39 1.37 -2.18
96 H 3.44 4.27 7.74
97 H 2.93 1.51 -0.39
98 H -8.89 -0.94 -4.64
99 H 8.79 2.51 4.94
100 H 1.39 3.79 -1.48
101 H 0.81 0.25 6.30
102 H 1.45 2.69 1.77

Results
charge = +1
HOMO-LUMO gap = 7.75 eV
2S+1 = 1
HOMO level = -12.350 eV
lowest unoccupied orbital energy = -4.60 eV